Entry 1:
Density functional theory data (ωB97M-V with the def2-TZVPD basis set) for a molecular structure, C5H6O3 in a non-equilibrium geometry.

```
14
Properties=species:S:1:pos:R:3:forces:R:3
C 1.23761 0.27326 0.20379 -0.83 -3.34 4.43
C 0.38768 1.28994 -0.24426 -6.53 1.27 1.37
C -1.02311 1.06930 -0.01026 9.40 -1.12 -0.49
C -1.11479 -0.37921 0.35876 -3.71 0.25 0.51
C 0.30643 -0.99853 0.37386 1.28 -0.75 -5.96
H 2.60286 -1.08972 -0.18517 -1.45 4.59 -2.60
H 1.27470 0.40249 1.44102 1.70 0.42 -2.34
H 0.80993 2.24282 -0.30955 0.41 1.51 -1.01
H -1.64298 1.81913 -0.33186 -2.30 1.05 -0.06
H -1.54583 -0.46751 1.40040 0.20 -0.27 -0.94
H -2.08045 -1.40453 -1.33381 0.27 1.93 2.60
O 2.25485 -0.00278 -0.64983 2.99 -4.80 3.02
O -2.21946 -0.68749 -0.58889 0.66 -3.32 -1.38
O 0.75257 -2.06718 -0.12418 -2.08 2.59 2.85
```
Positions in Å, forces in eV/Å.

The value obtained for the HOMO-LUMO gap is 9.1 eV. The calculation puts the calculated total energy at -419.65238 a.u. The value obtained for the energy above the lowest of the compared OMol25 structures with the same formula, charge and spin is 5.0890 eV. Its total charge is 0.

Entry 2:
Density functional theory data (ωB97M-V with the def2-TZVPD basis set) for a molecular structure, C47H64CsN10O3S2Te.

```
128
Properties=species:S:1:pos:R:3:forces:R:3
Cs 0.33996 0.43221 -0.36372 -0.22 0.30 -0.17
C -4.25408 -1.22656 4.48478 0.01 -0.01 -0.01
N -3.75716 -1.31996 3.12909 0.01 -0.03 0.02
C -4.03814 -2.56952 2.44171 0.03 0.02 0.00
C -2.77046 -0.51458 2.63254 0.09 -0.07 0.07
O -2.25206 -0.70750 1.55522 -0.05 0.12 -0.05
C -2.33675 0.65565 3.51736 0.01 -0.04 -0.07
O -1.38838 1.37982 2.80586 0.05 0.07 0.01
C -0.81118 2.41821 3.54740 -0.02 -0.06 0.00
C 0.33595 2.97437 2.70391 0.09 0.03 0.02
O 0.57901 2.47110 1.63116 0.13 0.13 0.05
N 1.04777 4.01457 3.20894 -0.06 0.04 -0.03
C 2.15823 4.55128 2.43562 0.00 -0.02 0.03
C 0.85223 4.58305 4.52078 0.00 -0.02 -0.02
H -5.29083 -1.56586 4.50506 0.00 0.00 0.00
H -4.23755 -0.20207 4.84709 0.00 0.01 0.00
H -3.67869 -1.85192 5.17668 0.00 0.00 -0.01
H -5.11563 -2.68794 2.30888 -0.01 0.00 0.00
H -3.65689 -3.41600 3.02058 -0.01 -0.01 -0.01
H -3.54373 -2.56035 1.47424 -0.01 -0.01 0.00
H -1.92144 0.25524 4.45502 0.01 0.00 0.00
H -3.19794 1.28685 3.78507 -0.05 -0.02 0.00
H -0.42050 2.04319 4.50430 0.00 -0.01 0.00
H -1.54816 3.20414 3.76784 0.00 0.01 0.00
H 2.15836 4.12039 1.43779 0.00 -0.01 -0.01
H 3.10982 4.31507 2.91923 0.00 0.01 0.00
H 2.05958 5.63645 2.36150 0.00 0.00 0.00
H -0.03633 4.18387 5.00181 0.00 0.01 0.00
H 0.73646 5.66741 4.44621 0.00 0.00 0.00
H 1.71216 4.37887 5.16678 0.00 0.00 0.00
C 5.07298 -4.73357 -4.08681 0.01 0.01 0.01
C 5.63556 -3.94441 -2.93745 -0.05 -0.03 0.00
C 6.99922 -3.92109 -2.67642 0.01 0.01 0.00
C 7.51981 -3.19315 -1.61615 -0.01 -0.01 -0.01
C 6.66478 -2.45720 -0.81046 0.00 0.00 0.00
C 5.30121 -2.45365 -1.05953 -0.03 0.01 -0.01
C 4.78033 -3.20655 -2.10955 0.11 0.03 0.04
N 3.39629 -3.23160 -2.40998 0.00 0.08 -0.06
C 2.39355 -2.85381 -1.50072 -0.01 0.06 0.15
N 2.55121 -3.44193 -0.28326 -0.05 -0.13 0.00
C 2.02059 -3.16413 1.02838 0.03 0.05 0.03
C 1.18010 -2.07492 1.27094 -0.07 -0.08 -0.05
C 0.86406 -1.90402 2.62828 0.03 -0.05 0.00
C 1.29182 -2.74990 3.64831 -0.01 0.02 0.01
C 2.08922 -3.83938 3.32985 0.01 0.00 -0.01
C 2.47910 -4.06017 2.01435 0.01 -0.03 -0.01
C 3.37916 -5.23032 1.69461 -0.02 0.02 0.00
N 1.40501 -2.11408 -1.84556 -0.04 -0.28 -0.08
C 1.32630 -1.62818 -3.16440 0.09 -0.02 0.05
C 1.74093 -0.32579 -3.45214 0.03 0.00 -0.09
C 1.52498 0.22535 -4.70520 0.03 0.01 -0.04
C 0.90448 -0.52478 -5.69552 0.00 0.00 0.03
C 0.55631 -1.84263 -5.43322 0.02 0.01 0.02
C 0.77885 -2.42268 -4.18637 -0.03 0.01 -0.08
C 0.50939 -3.88868 -3.97134 -0.01 0.00 0.03
H 5.85004 -5.33312 -4.56010 0.00 0.00 0.00
H 4.64514 -4.08018 -4.85299 0.00 -0.01 0.00
H 4.27295 -5.39532 -3.74857 -0.01 0.01 -0.01
H 7.66331 -4.48969 -3.31803 0.00 0.00 0.00
H 8.58615 -3.19071 -1.42973 0.00 0.00 0.00
H 7.05580 -1.85966 0.00271 -0.01 0.00 0.00
H 4.64005 -1.84622 -0.45433 -0.01 0.00 0.00
H 3.18783 -2.90981 -3.34665 -0.01 -0.03 0.00
H 3.30351 -4.10854 -0.28220 0.04 0.03 -0.03
H 0.26196 -1.03730 2.91716 -0.07 -0.06 -0.01
H 1.01875 -2.56617 4.68444 -0.01 0.01 0.00
H 2.43300 -4.51814 4.10434 0.00 0.00 0.00
H 3.57457 -5.81429 2.59427 0.00 0.00 0.00
H 4.35137 -4.91067 1.30146 0.00 0.00 0.00
H 2.93184 -5.90124 0.95399 0.01 0.00 0.00
H 2.27538 0.25420 -2.70185 -0.16 0.00 0.02
H 1.85506 1.23958 -4.89801 0.00 0.00 0.01
H 0.71298 -0.09522 -6.67100 0.01 0.00 0.00
H 0.11041 -2.44750 -6.21728 0.01 0.00 0.00
H -0.22262 -4.25885 -4.68981 0.01 -0.01 0.00
H 0.14064 -4.09322 -2.96533 0.03 0.03 -0.01
H 1.42456 -4.47563 -4.09326 0.02 -0.01 0.01
C -5.37376 -2.10826 -4.89461 0.01 -0.01 0.01
C -3.88823 -1.75689 -4.98586 -0.02 -0.02 -0.02
C -3.21056 -1.78010 -3.65428 0.00 -0.03 0.05
N -3.03345 -0.73223 -2.93304 0.06 0.35 0.01
N -2.37931 -0.94916 -1.74608 0.04 -0.43 0.10
C -2.06900 -2.20578 -1.57996 -0.22 0.04 -0.40
N -1.46096 -2.79134 -0.51930 0.27 -0.07 0.40
S -2.61877 -3.22156 -2.90341 0.02 0.07 0.09
H -5.83921 -2.07913 -5.88053 0.00 -0.01 0.00
H -5.89579 -1.39935 -4.25042 0.01 0.00 0.00
H -5.51439 -3.10760 -4.47915 -0.01 0.00 -0.01
H -3.75872 -0.75344 -5.39221 0.00 0.00 0.01
H -3.38171 -2.44924 -5.66136 0.01 0.01 -0.01
H -1.03281 -2.19018 0.19052 -0.10 0.16 -0.13
H -0.75625 -3.46857 -0.78169 -0.04 -0.04 -0.03
S -2.28897 3.35017 -0.82236 -0.01 -0.05 0.01
C -3.62836 2.37984 -0.54398 0.03 0.01 0.08
N -4.20643 1.64304 -1.50764 -0.04 -0.05 -0.02
C -5.31868 0.74122 -1.26525 0.02 0.00 -0.01
C -5.24362 0.19604 0.14799 0.00 0.02 0.04
C -5.20584 1.36921 1.11113 0.00 0.00 -0.02
N -4.19725 2.32736 0.68681 -0.05 0.00 0.00
H -3.63643 1.46390 -2.32129 0.02 0.03 0.00
H -5.24881 -0.06186 -1.99619 -0.01 0.01 -0.01
H -6.26984 1.26473 -1.42014 0.00 0.00 -0.01
H -4.33150 -0.39440 0.24435 0.03 -0.02 0.03
H -6.10733 -0.43453 0.36736 0.01 -0.01 -0.01
H -4.96501 1.02358 2.11864 0.01 0.02 0.00
H -6.19044 1.85004 1.15770 -0.01 -0.01 -0.01
H -3.69974 2.86400 1.37572 0.03 0.00 -0.01
C 5.39525 4.25876 -7.25440 -0.01 0.00 0.03
C 4.93456 3.86931 -5.87286 0.01 0.00 -0.03
C 5.34742 2.68523 -5.28188 0.00 -0.01 0.02
C 4.94983 2.32099 -3.99591 -0.01 -0.02 0.00
C 5.44722 1.01564 -3.43572 0.01 0.02 -0.03
C 4.10117 3.16357 -3.25437 -0.04 -0.10 -0.10
Te 3.44640 2.61007 -1.31239 0.06 0.08 0.16
C 3.67318 4.36525 -3.85259 0.00 -0.01 0.03
C 2.75381 5.31072 -3.13088 0.02 -0.01 -0.01
C 4.09510 4.69483 -5.13709 -0.01 0.01 -0.01
H 5.79509 3.39663 -7.79044 0.00 0.00 0.00
H 6.18261 5.01681 -7.21388 0.00 0.00 0.00
H 4.57494 4.67318 -7.84436 0.00 0.00 0.00
H 5.99897 2.01552 -5.83736 0.00 0.00 0.01
H 6.12491 0.52545 -4.13867 0.00 0.00 0.00
H 4.61827 0.33833 -3.21563 0.01 0.01 0.01
H 5.96285 1.17552 -2.48702 0.00 -0.02 0.01
H 1.83174 4.80548 -2.83698 0.00 0.01 0.00
H 2.51145 6.17115 -3.75881 0.00 0.00 0.00
H 3.21136 5.65999 -2.20269 -0.01 -0.01 0.01
H 3.74831 5.62576 -5.57916 0.00 0.00 0.01
```
Positions in Å, forces in eV/Å.

The value obtained for the HOMO-LUMO gap is 4.6 eV. The calculation puts the calculated total energy at -3687.27317 a.u. The value obtained for the energy above the lowest of the compared OMol25 structures with the same formula, charge and spin is 0.8230 eV. Its total charge is -1.

Entry 3:
Density functional theory data (ωB97M-V with the def2-TZVPD basis set) for 2 unconnected molecules or ions with the total composition C3H9NO2 in a non-equilibrium geometry.

```
15
Properties=species:S:1:pos:R:3:forces:R:3
C 0.13080 0.26198 -1.67614 -0.75 0.04 0.62
C -0.09064 -1.11688 -1.12932 0.68 0.00 0.83
N 0.19838 -1.27824 0.23036 -0.41 -0.11 -1.15
O -0.46174 -2.06309 -1.77261 -0.37 -0.43 -0.54
H 1.19121 0.48755 -1.66573 0.12 0.13 -0.18
H -0.37620 0.93266 -0.98458 0.20 0.32 0.00
H -0.33318 0.36812 -2.64529 0.21 -0.12 -0.31
H 0.38057 -2.24924 0.41155 0.05 -0.12 0.44
H 0.78582 -0.60165 0.66900 0.27 0.29 0.17
C -0.13687 1.50109 2.46504 0.13 0.69 0.49
O 0.22081 1.95414 1.17801 0.25 -1.03 -0.45
H 0.25868 0.49586 2.52629 -0.63 -0.39 0.17
H -1.20517 1.63259 2.61379 -0.27 -0.72 -0.06
H 0.29643 2.02747 3.32279 0.45 0.34 -0.38
H 0.39864 2.87450 1.10653 0.08 1.10 0.33
```
Positions in Å, forces in eV/Å.

The value obtained for the HOMO-LUMO gap is 10.2 eV. The calculation puts the calculated total energy at -324.93439 a.u. The value obtained for the energy above the lowest of the compared OMol25 structures with the same formula, charge and spin is 1.0401 eV. As for the SMILES: CC(N)=O.CO. Its total charge is 0.